# 1
The following is a quantum chemistry calculation of 4 unconnected molecules or ions with the total composition C4H18NO3 at a distorted geometry, from the OMol25 dataset.

```
26
Properties=species:S:1:pos:R:3
C 0.1096 -1.8813 -0.8378
C -0.8367 -1.0575 -1.5613
C -1.9491 -0.4896 -0.6534
C -1.6753 -0.2504 0.8539
N 1.3376 -1.2423 -0.1182
H -0.5485 -2.4892 -0.1337
H 0.5142 -2.6105 -1.6149
H -0.2120 -0.2046 -2.0634
H -1.2168 -1.7488 -2.4421
H -2.2514 0.4934 -1.1295
H -2.7777 -1.1947 -0.7307
H -2.0483 0.6461 1.5169
H -0.6635 -0.4196 1.2705
H -2.3864 -1.1109 1.2632
H 1.9825 -0.9227 -0.8368
H 1.8267 -1.9274 0.4901
H 0.9322 -0.3654 0.4156
H 1.5866 0.9408 2.2247
H 1.8876 -0.5150 2.9457
O 1.8034 -0.0183 2.1395
H 1.7953 3.0204 0.2432
H 2.6019 3.6752 1.2534
O 2.1400 2.8205 1.1250
H -1.1506 2.4998 -0.5824
H -0.4927 2.2509 -1.9952
O -0.3084 2.1012 -1.0423
```

Summary:
* highest occupied orbital energy: -14.366 eV
* frontier orbital gap: 11.43 eV
* charge: +1

# 2
The following is a quantum chemistry calculation of 16 unconnected molecules or ions with the total composition C30H29BrCl45IN2O7P2S at a distorted geometry, from the OMol25 dataset.

```
118
Properties=species:S:1:pos:R:3
N 2.9377 0.1881 4.9776
P 2.1027 1.0628 3.7187
O 0.5356 1.0639 4.2440
C 1.9788 -0.1087 2.2845
C 1.4754 -1.4153 2.3820
C 0.9460 -1.9915 3.6742
C -0.4655 -1.5075 3.9788
O -1.2823 -1.2132 3.1756
Br -0.8856 -1.4576 5.8886
C 1.4434 -2.2307 1.2667
C 1.8658 -1.7433 0.0468
C 2.3218 -0.4354 -0.0766
C 2.4143 0.4048 1.0431
P 3.1056 2.1389 1.0382
O 4.1580 2.1157 -0.2287
I 1.1112 3.3744 0.3231
C 2.7028 -0.0090 -1.4685
O 2.4637 1.0813 -1.9270
C 3.3740 -1.0586 -2.3005
C 4.4853 -0.6857 -3.2328
C 5.8350 -1.1559 -2.6543
C 6.0580 -0.7998 -1.1721
S 5.8282 -2.2732 -0.1096
C 2.9279 -2.3042 -2.1481
O 3.4320 -3.3618 -2.8656
N 2.7227 -3.5022 -4.1293
O 3.4404 -3.9104 -4.9348
C 1.8462 -2.6090 -1.1695
O 1.0179 -3.4659 -1.3580
H 3.4417 -0.6054 4.5937
H 2.2583 -0.1564 5.6524
H 0.5183 1.4875 5.1133
H 0.8542 -3.0747 3.5731
H 1.5523 -1.7414 4.5363
H 1.0610 -3.2474 1.3301
H 3.7854 2.5954 -0.9818
H 4.4988 0.3840 -3.4327
H 4.3577 -1.2117 -4.1795
H 5.8836 -2.2331 -2.8080
H 6.6491 -0.7241 -3.2393
H 7.1059 -0.5386 -1.0481
H 5.4298 0.0240 -0.8411
H 4.7963 -1.9461 0.6799
C 2.8857 -5.6866 -7.6892
Cl 1.1381 -5.8946 -7.5386
Cl 3.6529 -7.2043 -8.1525
Cl 3.2640 -4.4019 -8.8361
H 3.2708 -5.3935 -6.7238
C 6.0958 -0.1055 -7.2314
Cl 5.7479 0.3825 -8.8869
Cl 6.0974 1.2918 -6.1516
Cl 4.9416 -1.3191 -6.6781
H 7.0827 -0.5475 -7.2095
C -2.0347 3.9481 5.3209
Cl -2.7326 5.5131 5.7419
Cl -0.8240 4.1091 4.0586
Cl -1.3416 3.1716 6.7517
H -2.8300 3.3151 4.9500
C -0.9894 6.9668 -1.1427
Cl -1.7061 5.4086 -0.7046
Cl 0.5800 7.1775 -0.3716
Cl -0.8573 7.1234 -2.8920
H -1.6465 7.7468 -0.7824
C -2.2553 -4.8070 2.1732
Cl -1.0801 -3.8361 1.2835
Cl -2.4509 -6.3961 1.4406
Cl -1.7728 -4.9492 3.8680
H -3.2087 -4.2968 2.1388
C -6.6158 5.8944 6.5560
Cl -6.7790 4.5544 5.4189
Cl -7.2891 7.3787 5.8917
Cl -7.3884 5.5018 8.0960
H -5.5615 6.0547 6.7353
C -4.8418 6.6004 -4.6401
Cl -3.9474 5.7850 -3.3608
Cl -6.5804 6.3775 -4.4412
Cl -4.4321 8.3167 -4.6909
H -4.5540 6.1603 -5.5852
C 5.4634 -10.4629 -6.7758
Cl 6.1731 -9.1148 -5.8852
Cl 5.3188 -10.0767 -8.4865
Cl 6.4167 -11.9307 -6.5455
H 4.4706 -10.6431 -6.3847
C 0.9839 -10.3875 -9.3163
Cl 2.1330 -9.5776 -10.3762
Cl 0.5213 -11.9588 -9.9668
Cl 1.6333 -10.5562 -7.6802
H 0.0954 -9.7738 -9.2550
C -8.9446 11.2269 7.0469
Cl -7.6189 12.1543 6.3408
Cl -8.3396 9.8109 7.8992
Cl -9.9184 12.2359 8.1205
H -9.5801 10.8838 6.2434
C -3.2006 5.6992 10.1058
Cl -4.0726 5.1157 8.6860
Cl -1.6926 4.8128 10.3238
Cl -2.8980 7.4309 9.9778
H -3.8206 5.5278 10.9752
C -12.1911 8.0902 6.7816
Cl -13.1179 7.4872 5.4100
Cl -10.6431 7.2562 6.9137
Cl -11.9506 9.8355 6.6485
H -12.7560 7.8959 7.6831
C -16.4445 10.0519 6.7037
Cl -15.6017 11.5162 6.2040
Cl -17.0110 9.1428 5.3045
Cl -15.4079 9.0489 7.7222
H -17.3059 10.3413 7.2899
C 7.3033 -6.4852 -2.8773
Cl 6.6400 -4.9242 -2.3995
Cl 8.5262 -6.2847 -4.1369
Cl 7.9736 -7.3400 -1.4893
H 6.4958 -7.0817 -3.2810
C 9.7632 -13.1872 -8.2286
Cl 10.7361 -11.7805 -8.6554
Cl 9.1007 -13.9548 -9.6709
Cl 10.7047 -14.3386 -7.2797
H 8.9360 -12.8489 -7.6202
```

Summary:
* highest occupied orbital energy: -8.165 eV
* frontier orbital gap: 6.76 eV

# 3
The following is a quantum chemistry calculation of a molecular structure, C51H49BrClN6O3P3SSr, from the OMol25 dataset.

```
116
Properties=species:S:1:pos:R:3
Sr 0.6119 0.1062 0.0142
O -1.2588 -1.4569 -3.2112
N -1.9253 -1.0186 -2.0961
C -3.1444 -0.7907 -2.3752
C -4.2291 -0.4097 -1.4552
C -5.4416 -0.1374 -2.0937
C -6.5822 0.1921 -1.3890
C -6.5409 0.2308 -0.0070
C -5.3521 -0.0473 0.6486
C -4.1804 -0.3497 -0.0468
P -2.6378 -0.7645 0.8633
C -2.9237 -2.5504 1.1439
C -2.1467 -3.4551 0.4255
C -2.3514 -4.8220 0.5636
C -3.3253 -5.2949 1.4290
C -4.1049 -4.3980 2.1502
C -3.9107 -3.0345 2.0017
C -2.8478 -0.0076 2.5112
C -2.3117 -0.6178 3.6414
C -2.2685 0.0543 4.8555
C -2.7595 1.3454 4.9589
C -3.2895 1.9683 3.8363
C -3.3245 1.3027 2.6222
H -0.3020 -1.4098 -2.9721
H -3.4488 -0.9240 -3.4142
H -5.4805 -0.1912 -3.1750
H -7.5027 0.4005 -1.9186
H -7.4294 0.4666 0.5643
H -5.3336 -0.0255 1.7301
H -1.3872 -3.0801 -0.2515
H -1.7526 -5.5215 -0.0071
H -3.4807 -6.3601 1.5405
H -4.8677 -4.7639 2.8255
H -4.5235 -2.3394 2.5636
H -1.9012 -1.6177 3.5719
H -1.8372 -0.4335 5.7197
H -2.7215 1.8685 5.9055
H -3.6702 2.9799 3.9038
H -3.7322 1.8025 1.7508
Br -2.3164 2.8303 -1.1105
C -1.4354 3.2008 0.5320
C -1.6880 4.3826 1.1953
C -1.0218 4.5812 2.3987
C -0.1877 3.5930 2.8843
C -0.0270 2.4167 2.1524
N -0.6224 2.2593 0.9721
C 0.7964 1.2858 2.8031
O 1.5662 1.6609 3.6810
O 0.5596 0.1096 2.4014
H -2.3736 5.1069 0.7816
H -1.1760 5.4954 2.9577
H 0.3415 3.6838 3.8205
S 5.2667 2.4402 0.7582
C 3.7183 1.9948 0.1521
N 3.1788 0.9399 0.6646
C 3.9907 0.4034 1.6574
C 3.6750 -0.6839 2.4720
C 4.5982 -1.0927 3.4088
C 5.8239 -0.4325 3.5552
C 6.1377 0.6650 2.7806
C 5.2046 1.0813 1.8357
H 3.2382 2.5869 -0.6133
H 2.6988 -1.1444 2.3900
H 4.3675 -1.9248 4.0610
H 6.5286 -0.7756 4.3009
H 7.0746 1.1896 2.9095
C 2.7545 2.1457 -3.4276
P 1.2084 2.5674 -2.5140
C 1.4728 4.3443 -2.1426
C 1.8226 5.2795 -3.1188
C 2.0420 6.6043 -2.7788
C 1.9182 7.0147 -1.4561
C 1.5735 6.0971 -0.4770
C 1.3505 4.7693 -0.8215
C -0.0169 2.5965 -3.8757
C -0.2167 1.4211 -4.6006
C -1.2148 1.3483 -5.5614
C -2.0265 2.4452 -5.8108
C -1.8386 3.6157 -5.0904
C -0.8431 3.6912 -4.1262
H 2.5406 1.3228 -4.1067
H 3.5132 1.7877 -2.7323
H 3.1434 2.9926 -3.9925
H 1.9123 4.9669 -4.1525
H 2.3108 7.3207 -3.5445
H 2.0925 8.0500 -1.1930
H 1.4784 6.4084 0.5554
H 1.0807 4.0532 -0.0522
H 0.3881 0.5480 -4.3920
H -1.3625 0.4240 -6.1047
H -2.8045 2.3876 -6.5613
H -2.4706 4.4753 -5.2755
H -0.7176 4.6064 -3.5623
C 1.8738 -6.2681 0.1673
N 1.9670 -5.5567 -1.1042
C 3.3737 -5.2635 -1.3709
N 4.0316 -4.5189 -0.3006
C 3.8750 -5.2612 0.9465
N 2.4867 -5.5651 1.2923
C 1.7426 -4.3481 1.6250
P 1.6758 -3.1224 0.2257
C 1.1644 -4.3322 -1.0970
C 3.4930 -3.1624 -0.1872
H 2.3827 -7.2284 0.0551
H 0.8223 -6.4553 0.3962
H 3.4473 -4.6959 -2.2998
H 3.9003 -6.2129 -1.4944
H 4.3263 -4.6901 1.7607
H 4.4103 -6.2084 0.8454
H 2.2035 -3.8746 2.4962
H 0.7224 -4.6172 1.9121
H 1.2557 -3.8278 -2.0608
H 0.1133 -4.6011 -0.9679
H 4.0516 -2.6207 0.5795
H 3.6310 -2.6317 -1.1318
Cl 1.6576 -0.9705 -2.5027
```

Summary:
* highest occupied orbital energy: -8.046 eV
* frontier orbital gap: 8.34 eV